Here is C7F2LiN2O5S as an isolated structure in a non-equilibrium geometry from the OMol25 dataset. Energies are from ωB97M-V/def2-TZVPD.

CARTESIAN COORDINATES (ANGSTROEM)
C -0.18 0.31 -0.48
N 0.66 -1.60 0.92
O 2.36 1.18 1.07
F -0.25 2.42 1.03
C 2.15 0.80 -0.02
S 0.61 -4.11 -0.39
N 0.92 1.17 -0.70
O 0.83 3.51 -0.54
O -2.52 -0.37 -0.78
C -0.38 -0.85 0.19
O -2.34 -2.24 0.60
C -1.57 0.64 -1.12
Li -0.91 -1.08 2.36
F 3.09 0.02 -0.61
C 0.54 2.48 -0.11
C -1.90 -1.28 0.05
O -1.83 1.54 -1.80
C 0.75 -2.72 0.33

* HOMO: -14.60 eV
* gap between HOMO and LUMO: 8.965 eV
* net charge: +1

=====

Here is an isolated molecule of C8H9NO3 in a non-equilibrium geometry from the OMol25 dataset. Energies are from ωB97M-V/def2-TZVPD.

CARTESIAN COORDINATES (ANGSTROEM)
H -1.00 -2.54 -0.61
C -1.80 -0.47 -0.05
H 2.29 -1.10 0.63
C -0.09 1.09 -1.14
O 0.23 0.11 0.91
H -1.87 1.58 1.91
H 1.28 -2.17 1.19
N -3.18 -0.44 -0.09
O -3.79 -1.20 0.63
H -0.26 1.83 -1.78
C 0.72 0.04 -1.35
H 1.69 -2.59 -0.49
H -0.88 2.87 1.00
C 0.49 -0.83 -0.12
C 1.57 -1.78 0.31
C -0.65 0.98 0.26
O -3.63 0.37 -0.86
C -1.53 2.03 0.93
H 1.31 -0.08 -2.25
C -0.96 -1.45 -0.33
H -2.34 2.29 0.08

* HOMO: -9.24 eV
* gap between HOMO and LUMO: 9.082 eV

=====

Here is C25H21N8O2Ru as an isolated structure in a non-equilibrium geometry from the OMol25 dataset. Energies are from ωB97M-V/def2-TZVPD.

CARTESIAN COORDINATES (ANGSTROEM)
N 0.66 2.37 -3.57
H -1.58 -0.78 1.73
H -5.60 -1.02 0.28
C -2.72 1.91 -4.36
N 1.65 -0.74 1.21
N 1.11 0.38 0.96
C -3.65 -0.98 1.16
O 0.94 -0.86 -1.53
H 1.58 1.80 5.28
C -4.57 -0.73 0.16
C -2.33 -0.59 0.97
C 1.25 1.99 4.27
C 3.38 -4.12 2.99
N -3.15 1.24 -3.26
H 3.75 -6.02 0.21
N -1.01 1.36 -2.33
H -4.82 0.13 -1.81
O -0.06 2.67 0.38
C 3.47 -5.18 0.84
H -1.59 4.09 0.49
C 0.18 3.48 2.68
C 1.00 1.30 1.98
H -4.55 1.89 -5.23
H 0.06 4.74 0.17
C -4.15 -0.09 -1.00
C 2.84 -2.98 2.41
N -1.45 2.28 -4.45
C 2.89 -4.05 0.24
C 3.69 -5.23 2.20
C 1.91 -1.78 0.45
C 0.61 3.20 3.98
N -3.58 2.17 -5.32
C -2.31 1.00 -2.30
C -2.81 0.29 -1.11
H 1.79 -2.94 -2.80
C 1.45 1.06 3.29
H 3.56 -4.15 4.05
H 2.91 -4.86 -1.75
H -0.30 4.42 2.49
Ru 0.22 0.80 -0.73
H 2.63 -2.12 3.03
C 1.59 -1.81 -1.00
C -0.63 3.91 -0.02
C 2.55 -2.93 1.04
H -3.94 -1.47 2.08
H 0.44 3.92 4.76
C 2.62 -4.01 -1.15
H 4.09 -6.12 2.66
C -0.61 2.00 -3.47
H -3.29 2.67 -6.15
N -1.93 0.04 -0.13
H 1.36 2.08 -2.90
H 1.95 0.12 3.50
C 2.00 -2.94 -1.74
H 0.97 2.81 -4.43
C 0.36 2.53 1.69
H -0.82 3.84 -1.10

* HOMO (alpha / beta): -17.23 / -17.24 eV
* gap between HOMO and LUMO (alpha / beta): 4.682 / 4.812 eV
* net charge: +3

=====

Here is an isolated molecule of C4H5N3O2S in a non-equilibrium geometry from the OMol25 dataset. Energies are from ωB97M-V/def2-TZVPD.

CARTESIAN COORDINATES (ANGSTROEM)
S 1.77 -0.58 1.11
N -0.48 0.02 -0.43
H -1.44 3.08 0.37
O 0.76 1.70 0.43
C 0.44 -0.90 -0.11
O 1.03 -0.54 2.37
H 0.00 -2.98 -1.18
H -2.40 1.74 -0.29
H -1.32 -0.26 -0.91
N 2.35 -2.25 0.88
C -1.44 2.26 -0.35
C -0.28 1.35 -0.06
C 0.64 -2.41 -0.54
H -1.33 2.68 -1.35
N 1.70 -2.91 0.07

* HOMO: -8.72 eV
* gap between HOMO and LUMO: 7.460 eV